Computed, not measured: a 3-piece molecular cluster, C34H78BN4O12PS overall in a non-equilibrium geometry, with the ωB97M-V functional and the def2-TZVPD basis.

* maximum force: 2.08 eV/A
* SMILES: CCOP(=O)(CCN(CC)[C@@](C)(CCCCN)[C@H](S)O[C@H](CCOC(=O)CC)B(O)OC)OCC.COCCNCCOC.COCCNCCOC
* HOMO-LUMO gap: 8.9 eV
* total charge: 0
* energy relative to the best compared isomer or geometry (same formula, charge and spin): 0.550 eV

Each line ends with the Mulliken charge.
Element x y z (Å)
C -3.72 0.39 4.03  -1.652
C -3.14 1.67 3.42  1.012
O -1.90 1.98 4.12  -0.331
P -1.00 3.11 3.44  0.627
O -1.72 3.90 2.42  -0.773
C 0.46 2.33 2.73  -1.125
C 0.43 0.77 2.76  -0.891
N 1.18 0.17 1.67  1.006
C 2.33 -0.54 2.22  0.931
C 3.42 0.45 2.69  -1.501
C 0.37 -0.64 0.74  2.040
C -0.21 -1.89 1.46  -2.132
C -0.89 0.12 0.27  -1.836
C -0.70 1.57 -0.21  -0.686
C -1.42 1.94 -1.51  -1.174
C -2.93 1.66 -1.46  -0.295
N -3.32 0.39 -2.12  -0.714
C 1.28 -1.15 -0.43  -1.423
S 0.79 -0.68 -2.12  -0.230
O 1.44 -2.56 -0.39  -0.174
C 2.78 -3.04 -0.44  -0.376
C 3.53 -2.76 -1.76  -0.552
C 2.94 -3.46 -2.97  -0.636
O 3.28 -2.71 -4.14  0.093
C 3.03 -3.40 -5.30  0.593
O 3.49 -4.52 -5.50  -0.627
C 2.16 -2.69 -6.31  -0.481
C 0.89 -2.14 -5.66  -0.974
B 2.72 -4.63 -0.26  0.923
O 1.59 -5.37 -0.54  -0.580
O 3.86 -5.22 0.18  -0.622
C 3.96 -6.64 0.06  -0.728
O -0.45 4.03 4.62  -0.361
C -1.24 4.14 5.83  -0.218
C -2.59 4.82 5.59  -0.808
H -2.89 -0.22 4.37  0.540
H -4.37 0.67 4.85  0.258
H -4.28 -0.11 3.25  0.308
H -3.83 2.49 3.50  0.614
H -2.91 1.47 2.37  -0.807
H 0.65 2.72 1.74  0.631
H 1.29 2.64 3.35  0.630
H -0.61 0.45 2.80  0.033
H 0.84 0.50 3.73  0.486
H 2.06 -1.19 3.05  0.647
H 2.81 -1.18 1.49  -1.121
H 3.23 1.40 2.19  0.289
H 3.30 0.64 3.76  0.309
H 4.42 0.11 2.45  0.456
H -0.89 -1.59 2.25  0.319
H -0.80 -2.49 0.76  0.510
H 0.55 -2.52 1.89  0.430
H -1.42 -0.48 -0.46  0.964
H -1.57 0.17 1.12  0.542
H 0.37 1.75 -0.36  0.627
H -1.06 2.27 0.54  -0.110
H -1.32 3.02 -1.62  0.489
H -0.96 1.51 -2.39  0.348
H -3.27 1.66 -0.43  0.000
H -3.43 2.47 -1.98  0.361
H -2.50 -0.05 -2.51  0.256
H -3.66 -0.25 -1.41  0.365
H 2.26 -0.70 -0.32  0.641
H -0.17 -1.59 -2.30  0.116
H 3.40 -2.67 0.37  -0.199
H 4.57 -3.04 -1.59  0.599
H 3.53 -1.69 -1.95  0.504
H 3.37 -4.45 -3.05  0.493
H 1.86 -3.50 -2.86  0.169
H 1.93 -3.41 -7.08  0.356
H 2.75 -1.88 -6.75  0.278
H 0.21 -1.80 -6.44  0.478
H 0.41 -2.92 -5.08  0.268
H 1.14 -1.31 -5.01  0.127
H 1.17 -5.02 -1.32  0.332
H 4.95 -6.95 0.38  0.243
H 3.82 -6.96 -0.97  0.275
H 3.22 -7.12 0.70  0.314
H -1.37 3.16 6.29  0.231
H -0.64 4.74 6.49  0.398
H -3.37 4.08 5.53  0.039
H -2.79 5.49 6.42  0.419
H -2.55 5.43 4.69  0.291
C -11.07 1.70 2.19  -0.682
O -10.65 3.00 2.54  -0.327
C -10.95 3.39 3.87  -0.821
C -9.73 3.39 4.77  -0.118
N -9.25 2.04 5.05  -0.296
C -7.92 1.96 5.63  -1.062
C -6.73 2.61 4.92  -0.277
O -6.32 1.97 3.73  -0.297
C -7.12 2.24 2.59  -0.558
H -11.03 1.63 1.10  0.234
H -10.41 0.92 2.59  0.272
H -12.09 1.50 2.51  0.328
H -11.75 2.77 4.29  0.400
H -11.33 4.41 3.82  0.394
H -9.99 3.87 5.72  0.365
H -8.97 4.01 4.27  0.133
H -9.27 1.50 4.20  0.136
H -7.69 0.89 5.74  0.410
H -7.97 2.37 6.65  0.408
H -5.88 2.52 5.60  0.243
H -6.88 3.68 4.75  0.428
H -7.47 3.27 2.57  0.350
H -7.96 1.55 2.52  0.077
H -6.49 2.07 1.71  0.322
C 6.76 1.22 -3.70  -0.676
O 6.77 -0.15 -3.37  -0.419
C 5.87 -0.96 -4.12  -0.550
C 6.57 -1.80 -5.16  0.079
N 7.09 -1.00 -6.26  -0.365
C 8.03 -1.67 -7.15  -0.776
C 9.29 -2.31 -6.57  -0.468
O 10.27 -1.40 -6.10  -0.439
C 10.02 -0.82 -4.84  -0.485
H 7.27 1.75 -2.90  0.275
H 7.29 1.43 -4.64  0.277
H 5.74 1.60 -3.78  0.302
H 5.07 -0.36 -4.56  0.587
H 5.41 -1.64 -3.40  -0.178
H 5.86 -2.53 -5.56  0.299
H 7.37 -2.36 -4.65  0.052
H 7.52 -0.16 -5.90  0.157
H 8.36 -0.93 -7.89  0.390
H 7.49 -2.45 -7.70  0.384
H 9.77 -2.85 -7.38  0.374
H 9.07 -3.05 -5.79  0.337
H 9.56 -1.53 -4.15  0.273
H 9.39 0.07 -4.92  0.124
H 10.98 -0.50 -4.42  0.314